C22H30BrNO4 | ωB97M-V/def2-TZVPD

Output
LUMO level = -1.00 eV

Each line ends with the Mulliken charge.
Element x y z (Å)
C (1.912565, -2.612889, -2.050541)  -0.93
C (2.931306, -1.714317, -2.178525)  -0.76
C (2.595421, -0.352759, -2.571531)  0.64
C (3.331959, 0.406709, -3.399200)  0.87
C (4.643083, 0.002571, -3.984403)  -1.53
C (2.786092, 1.739659, -3.742076)  0.19
O (3.470119, 2.718221, -3.835641)  -0.54
C (1.303024, 1.775239, -3.919877)  0.52
Br (0.596661, 2.867920, -5.286022)  -0.11
C (0.542282, 1.045859, -3.111542)  0.15
C (-0.927841, 0.924814, -3.129297)  -0.03
C (-1.629181, 0.516659, -4.261441)  -0.32
C (-3.008904, 0.392268, -4.178206)  -0.55
C (-3.624587, 0.667739, -2.962252)  -0.34
N (-2.986147, 1.074902, -1.864299)  -0.47
C (-1.662779, 1.188946, -1.968265)  -0.11
C (1.293199, 0.230420, -2.084379)  0.09
O (0.862551, 0.084356, -0.975950)  -0.47
H (1.096574, -2.323354, -1.398401)  0.25
H (1.864462, -3.537465, -2.607740)  0.30
H (3.952925, -2.008790, -1.969743)  0.38
H (5.379808, 0.779663, -3.783054)  0.34
H (4.571967, -0.086699, -5.066486)  0.32
H (5.024297, -0.907438, -3.543485)  0.38
H (-1.099753, 0.291422, -5.175824)  0.52
H (-3.589136, 0.065985, -5.025851)  0.41
H (-4.697716, 0.544556, -2.888349)  0.35
H (-1.126018, 1.497024, -1.083544)  0.44
C (-2.447281, 4.713254, 2.865351)  -1.01
C (-2.681837, 3.593420, 3.865541)  -0.28
O (-3.380478, 2.483400, 3.335969)  -0.44
C (-2.763430, 1.820151, 2.246225)  -0.61
C (-1.390663, 1.250533, 2.565624)  -0.56
H (-3.395893, 5.062668, 2.455841)  0.28
H (-1.945440, 5.550855, 3.351100)  0.39
H (-1.823928, 4.392214, 2.029866)  0.25
H (-3.301255, 3.963561, 4.682886)  0.35
H (-1.733674, 3.272234, 4.312426)  0.26
H (-2.714350, 2.482605, 1.375244)  0.30
H (-3.434332, 1.005117, 1.976761)  0.35
H (-0.674071, 2.028235, 2.834476)  0.31
H (-0.995216, 0.718279, 1.698632)  0.13
H (-1.453976, 0.554473, 3.404392)  0.29
C (1.301936, -1.518850, 3.467180)  -1.08
C (0.474554, -2.106084, 2.336254)  0.13
O (1.008928, -3.298576, 1.795440)  -0.37
C (1.163337, -4.385023, 2.688194)  -0.36
C (-0.134951, -4.849654, 3.325677)  -1.02
H (2.324841, -1.335886, 3.134876)  0.31
H (0.866835, -0.575443, 3.798267)  0.33
H (1.348085, -2.184947, 4.330272)  0.33
H (0.449419, -1.402506, 1.502970)  -0.08
H (-0.564886, -2.247643, 2.655677)  0.27
H (1.906415, -4.144864, 3.457447)  0.31
H (1.583444, -5.194874, 2.091270)  0.33
H (-0.590443, -4.072796, 3.940909)  0.25
H (0.049218, -5.714850, 3.963440)  0.39
H (-0.857141, -5.130225, 2.557718)  0.28

Cartesian forces, eV/Å:
C 0.256 0.765 0.138
C -0.536 -0.533 0.405
C 0.039 0.446 1.392
C -0.022 -0.605 0.268
C 0.330 0.604 0.297
C -0.238 -0.267 -0.026
O 0.480 0.579 -0.400
C -0.488 0.099 -0.222
Br 0.256 0.069 0.195
C -0.137 -0.264 0.014
C -0.410 0.120 0.174
C -0.048 0.054 0.190
C 0.395 0.033 0.334
C -0.139 -0.008 -0.195
N 0.262 -0.156 -0.421
C 0.056 0.003 -0.005
C 0.092 0.322 -0.843
O -0.036 -0.356 0.583
H -0.960 0.309 -1.180
H 0.734 -0.876 1.204
H 0.350 -0.229 -1.608
H 0.039 0.117 -0.070
H -0.022 -0.126 -0.103
H -0.053 -0.246 -0.108
H 0.012 -0.005 -0.081
H -0.088 -0.016 -0.069
H -0.072 0.069 0.138
H -0.066 0.088 0.132
C -0.020 -0.061 -0.098
C 0.089 0.076 0.018
O -0.146 -0.081 0.074
C 0.114 -0.011 -0.109
C 0.015 0.046 0.089
H -0.006 0.016 0.018
H -0.019 0.003 0.022
H 0.055 0.015 0.036
H -0.051 -0.067 -0.004
H 0.029 0.014 -0.043
H 0.045 -0.005 -0.008
H -0.087 0.048 0.050
H 0.023 0.008 -0.074
H -0.020 -0.007 -0.007
H -0.015 -0.019 -0.017
C 0.068 -0.100 0.029
C -0.048 0.236 0.065
O 0.045 -0.118 -0.260
C -0.003 -0.037 0.130
C -0.068 0.078 -0.032
H -0.009 0.034 -0.017
H 0.002 0.014 -0.030
H -0.063 0.032 0.024
H 0.024 -0.043 -0.033
H 0.023 -0.073 0.038
H -0.040 0.012 0.036
H 0.013 0.049 -0.068
H 0.041 -0.017 0.053
H 0.012 -0.012 -0.011
H 0.009 -0.020 -0.004


C22H30F4N6O3Tl | ωB97M-V/def2-TZVPD

Output
LUMO level (alpha / beta) = -4.90 / -5.29 eV
Charge = +1
Energy relative to the best compared isomer or geometry (same formula, charge and spin) = 15.20 kcal per mole

Each line ends with the Mulliken charge.
Element x y z (Å)
Tl (-0.013376, 0.297276, 0.173699)  1.44
C (-0.453213, 3.695529, -0.280375)  -1.01
N (-1.449033, 2.655004, -0.124725)  0.57
C (-2.319354, 2.868698, 1.016049)  -1.03
C (-2.144965, 2.369743, -1.369698)  -1.14
C (-3.077567, 1.134526, -1.313151)  -0.92
N (-2.756118, 0.293657, -0.217385)  0.30
C (-3.409295, -0.810665, 0.080523)  -0.03
C (-3.073987, -1.437454, 1.315627)  0.25
F (-2.034917, -0.924823, 2.009849)  -0.15
C (-3.785852, -2.492362, 1.836194)  0.12
F (-3.438828, -2.999354, 3.024198)  -0.29
C (-4.873972, -3.023891, 1.157921)  -0.47
C (-5.210710, -2.470875, -0.070224)  0.09
F (-6.240659, -2.987771, -0.740917)  -0.29
C (-4.501740, -1.414777, -0.616548)  0.42
F (-4.885418, -0.915057, -1.799137)  -0.29
H (-0.923582, 4.664352, -0.493417)  0.35
H (0.227699, 3.443038, -1.092990)  0.19
H (0.129308, 3.782477, 0.635354)  0.31
H (-3.047493, 3.666655, 0.831283)  0.30
H (-1.718487, 3.137038, 1.881842)  0.36
H (-2.852930, 1.949235, 1.240832)  0.20
H (-1.382799, 2.199482, -2.134406)  0.20
H (-2.740057, 3.241635, -1.674918)  0.49
H (-3.010646, 0.609896, -2.275030)  0.47
H (-4.120393, 1.467282, -1.205866)  0.69
H (-5.437496, -3.840950, 1.573120)  0.53
O (2.149612, 1.913607, 0.491856)  -0.37
C (3.218722, 1.706515, 1.381067)  -0.78
C (4.125065, 0.532150, 1.003680)  -0.87
C (3.354636, -0.784040, 0.806047)  0.29
C (2.675672, -1.232680, 2.060646)  0.55
C (3.355151, -1.978858, 3.025135)  -0.83
C (2.705912, -2.339286, 4.192768)  -0.43
C (1.390567, -1.941697, 4.380035)  -0.89
C (0.781678, -1.215779, 3.371076)  -0.42
N (1.406236, -0.893350, 2.250673)  0.19
H (2.527612, 1.969009, -0.422830)  0.30
H (2.774462, 1.545724, 2.366137)  0.42
H (3.831750, 2.616264, 1.437433)  0.36
H (4.877276, 0.417349, 1.787160)  0.47
H (4.639720, 0.758470, 0.067377)  0.45
H (4.063815, -1.544372, 0.478583)  0.57
H (2.607887, -0.645899, 0.021204)  -0.86
H (4.377180, -2.271709, 2.847409)  0.50
H (3.213229, -2.922228, 4.946932)  0.44
H (0.846642, -2.176027, 5.282071)  0.44
H (-0.241209, -0.890416, 3.466346)  0.54
O (-0.733916, -0.437700, -2.677606)  -0.64
C (0.310226, 0.126136, -2.973856)  -0.10
C (0.904816, 0.234278, -4.363404)  -0.56
C (2.210500, 0.989359, -4.126916)  -0.62
C (2.212052, 1.262353, -2.627462)  0.07
O (3.077888, 1.864301, -2.020617)  -0.76
N (1.100536, 0.738117, -2.074388)  0.59
H (0.209037, 0.757254, -5.021079)  0.29
H (1.044936, -0.762952, -4.780444)  0.27
H (2.262559, 1.936184, -4.665064)  0.31
H (3.095925, 0.409959, -4.388239)  0.30
N (1.405816, -2.523182, -1.380999)  -0.52
N (0.162274, -2.285444, -0.739945)  -0.26
H (1.304517, -3.027956, -2.260855)  0.26
H (2.020604, -3.038555, -0.762053)  0.21
H (-0.241913, -3.115683, -0.306876)  0.23
H (-0.481593, -1.906762, -1.438704)  0.24

Cartesian forces, eV/Å:
Tl 0.650 0.428 -0.385
C 0.151 0.347 0.004
N 0.462 -0.868 0.063
C -0.128 0.053 0.137
C -0.080 -0.158 -0.132
C -0.288 0.560 -0.419
N 0.711 -0.521 0.113
C -0.596 -0.339 0.049
C 0.337 -0.030 0.395
F -0.528 -0.278 -0.174
C 0.185 0.057 0.164
F 0.011 0.100 -0.196
C 0.248 0.327 -0.196
C 0.038 -0.037 -0.179
F 0.145 0.179 -0.001
C -0.338 0.098 -0.214
F 0.135 -0.220 0.428
H 0.020 0.003 -0.045
H -0.018 -0.002 -0.005
H 0.007 0.004 -0.040
H 0.011 0.093 -0.036
H 0.027 0.055 0.026
H -0.069 0.084 0.071
H -0.038 0.086 0.069
H 0.031 -0.011 -0.050
H -0.042 0.030 0.173
H 0.086 -0.071 -0.035
H -0.100 -0.133 0.039
O -0.447 -0.195 -0.408
C 0.580 0.011 0.510
C -0.379 0.085 -0.120
C 0.134 0.277 0.047
C 0.328 -0.445 0.189
C -0.165 0.091 -0.021
C -0.047 0.049 -0.074
C -0.024 0.117 -0.073
C 0.003 -0.289 0.550
N -0.424 0.655 -0.787
H -0.094 0.042 0.014
H 0.057 0.006 0.021
H -0.081 -0.101 0.061
H 0.044 -0.003 -0.021
H 0.057 0.048 0.050
H -0.057 -0.077 -0.074
H 0.113 -0.117 -0.076
H 0.154 -0.019 -0.018
H 0.064 -0.029 0.046
H -0.021 -0.053 0.035
H -0.143 0.033 0.038
O -0.720 -0.264 0.098
C 0.655 0.184 -0.455
C -0.007 -0.027 -0.118
C 0.068 0.076 -0.112
C 0.106 -0.114 -0.769
O 0.346 0.249 0.224
N -1.050 -0.213 1.457
H -0.001 -0.012 0.041
H -0.025 -0.008 0.028
H 0.076 -0.025 0.036
H 0.016 0.060 0.021
N 0.321 0.045 -0.331
N -0.474 0.278 0.193
H -0.104 -0.126 0.335
H -0.108 0.091 -0.058
H 0.051 0.080 -0.141
H 0.165 -0.196 0.037